Record 1
{"formula": "C28H51N6O3", "method": "ωB97M-V/def2-TZVPD", "total_energy_ev": -44946.0437, "lumo_energy_ev": 1.75, "total_charge": -1, "orbital_gap_ev": 5.9, "symbols": ["O", "O", "O", "N", "N", "N", "N", "N", "N", "C", "C", "C", "C", "C", "C", "C", "C", "C", "C", "C", "C", "C", "C", "C", "C", "C", "C", "C", "C", "C", "C", "C", "C", "C", "C", "C", "C", "H", "H", "H", "H", "H", "H", "H", "H", "H", "H", "H", "H", "H", "H", "H", "H", "H", "H", "H", "H", "H", "H", "H", "H", "H", "H", "H", "H", "H", "H", "H", "H", "H", "H", "H", "H", "H", "H", "H", "H", "H", "H", "H", "H", "H", "H", "H", "H", "H", "H", "H"], "positions_angstrom": [[2.908, 0.401, -0.896], [1.154, 3.266, -0.509], [1.595, 1.883, 1.232], [9.032, -2.352, -7.092], [-9.683, 3.151, 1.523], [8.471, -2.020, -0.353], [-1.167, -3.949, 1.856], [-0.493, 0.237, 0.035], [-3.682, 0.042, 2.968], [8.488, -3.362, -7.064], [-4.995, 2.271, 3.282], [-3.176, -3.319, 5.008], [9.421, -0.017, -3.443], [6.359, -4.511, -6.500], [-1.390, -0.493, -0.868], [3.721, -0.588, -0.347], [0.524, 0.987, -0.731], [-6.348, 2.252, 2.564], [-6.212, 2.089, 1.055], [8.193, -0.897, -3.626], [-11.113, 6.195, 3.291], [-1.233, -2.214, 3.802], [-1.737, -2.829, 5.110], [-4.274, 1.009, 3.143], [7.277, -0.924, -2.399], [-1.267, 1.096, 0.917], [-1.176, -3.188, 2.716], [1.164, 2.171, 0.085], [6.279, -3.999, -5.068], [-9.318, 4.183, 1.869], [-8.866, 5.499, 2.321], [-9.630, 5.977, 3.560], [7.930, -1.529, -1.240], [4.809, 0.068, 0.477], [-1.691, -1.888, -0.323], [7.801, -4.652, -7.001], [1.594, 0.005, -1.242], [-5.129, 2.475, 4.346], [8.506, -1.915, -3.869], [3.155, -1.288, 0.279], [10.055, -0.386, -2.636], [4.391, 0.753, 1.212], [-1.688, 1.968, 0.387], [-3.267, -4.116, 4.268], [4.195, -1.199, -1.138], [-6.861, 3.189, 2.787], [-1.882, -1.394, 3.486], [-8.986, 6.209, 1.501], [-4.364, 3.068, 2.882], [-5.749, 1.134, 0.803], [-3.842, -2.507, 4.714], [6.948, 0.084, -2.140], [-11.615, 6.573, 4.181], [-2.344, 0.052, -0.950], [-11.603, 5.264, 3.002], [6.704, -2.997, -4.985], [5.415, -0.704, 0.957], [-11.263, 6.920, 2.488], [6.373, -1.494, -2.618], [7.818, -5.098, -7.997], [-2.101, 0.529, 1.341], [5.880, -5.489, -6.571], [-0.235, -1.792, 3.930], [-7.192, 2.125, 0.581], [-7.797, 5.437, 2.533], [-3.521, -3.712, 5.966], [5.244, -3.949, -4.732], [9.134, 1.010, -3.208], [-2.430, -1.809, 0.475], [10.016, 0.000, -4.357], [8.368, -5.315, -6.344], [-5.597, 2.884, 0.628], [-6.969, 1.450, 2.966], [5.809, -3.841, -7.164], [-0.786, -2.332, 0.071], [5.478, 0.648, -0.165], [7.610, -0.536, -4.475], [0.048, 1.449, -1.607], [-9.174, 6.909, 3.898], [6.821, -4.655, -4.384], [-0.976, -0.539, -1.877], [1.376, -0.998, -0.864], [-2.129, -2.540, -1.084], [-1.083, -3.653, 5.406], [1.553, -0.040, -2.339], [-9.502, 5.252, 4.366], [-0.647, 1.441, 1.739], [-1.661, -2.069, 5.891]], "forces_ev_per_a": [[-0.05, 0.01, -0.05], [0.05, 0.02, 0.05], [-0.24, 0.17, -0.51], [-0.04, 0.04, -0.02], [-0.02, 0.00, 0.04], [0.02, -0.01, -0.03], [0.05, -0.30, 0.23], [0.07, 0.27, -0.28], [-0.28, -0.15, 0.27], [0.14, -0.03, 0.08], [-0.16, 0.11, 0.16], [-0.01, -0.01, 0.05], [0.01, -0.03, -0.01], [-0.05, 0.01, 0.12], [-0.19, -0.14, 0.36], [0.29, -0.14, 0.14], [-0.05, 0.02, 0.18], [0.02, -0.03, -0.17], [-0.05, 0.00, 0.01], [0.11, 0.07, -0.05], [0.01, -0.02, 0.03], [0.17, 0.18, 0.04], [-0.11, -0.05, 0.01], [0.15, 0.09, -0.18], [-0.14, -0.02, -0.18], [-0.24, -0.17, 0.18], [-0.09, -0.02, 0.00], [0.21, -0.31, 0.53], [-0.02, 0.01, -0.03], [-0.03, 0.01, -0.09], [0.10, 0.06, 0.12], [-0.11, 0.05, 0.02], [0.02, 0.02, 0.07], [0.26, -0.01, -0.17], [-0.30, 0.39, -0.34], [-0.18, -0.05, -0.07], [0.05, 0.08, -0.40], [0.02, -0.04, 0.01], [-0.02, 0.00, 0.00], [-0.17, 0.13, 0.03], [-0.02, 0.01, 0.02], [-0.15, -0.10, 0.05], [0.01, 0.04, -0.01], [0.00, 0.02, -0.03], [-0.08, -0.04, -0.06], [0.02, 0.00, 0.06], [0.00, -0.07, -0.03], [-0.03, -0.03, -0.03], [0.06, -0.06, -0.04], [0.04, 0.02, 0.00], [0.02, 0.00, -0.03], [0.04, 0.00, 0.08], [-0.01, 0.00, 0.00], [0.05, 0.08, -0.25], [0.01, 0.00, -0.03], [0.02, -0.02, -0.01], [0.00, 0.04, 0.12], [0.00, 0.00, -0.01], [-0.01, -0.02, 0.08], [0.03, 0.04, -0.01], [0.16, -0.01, -0.18], [0.03, -0.01, -0.02], [0.02, -0.02, -0.04], [0.00, -0.01, 0.00], [0.00, -0.04, -0.03], [0.00, -0.01, 0.00], [0.00, 0.00, 0.01], [0.00, 0.00, 0.01], [0.14, -0.10, 0.18], [0.00, 0.00, 0.00], [0.03, 0.05, 0.03], [0.02, -0.02, 0.00], [0.00, 0.02, 0.05], [0.02, -0.01, -0.04], [0.03, -0.11, -0.05], [-0.04, 0.06, -0.03], [-0.04, -0.02, 0.01], [-0.06, 0.11, 0.06], [0.04, -0.01, -0.02], [0.01, 0.01, 0.01], [0.19, -0.07, 0.06], [0.04, 0.04, 0.14], [0.06, -0.02, -0.04], [0.03, 0.01, -0.01], [-0.05, -0.07, -0.01], [0.04, -0.01, -0.01], [0.11, 0.11, -0.06], [0.02, 0.03, -0.03]]}

***

Record 2
{"formula": "C7H7LuO6S", "method": "ωB97M-V/def2-TZVPD", "total_energy_ev": -64077.3836, "lumo_energy_ev": [-12.73, -12.82], "total_charge": 2, "orbital_gap_ev": [4.0, 4.0], "e_above_lowest_kj_mol": 1734.5, "symbols": ["Lu", "S", "O", "O", "O", "O", "O", "O", "C", "C", "C", "C", "C", "C", "C", "H", "H", "H", "H", "H", "H", "H"], "positions_angstrom": [[0.000, 0.000, 0.000], [1.743, -1.017, 1.772], [-2.128, -1.870, 0.995], [1.785, 2.355, -0.533], [2.759, 0.090, 1.451], [-1.873, 0.962, -2.136], [1.334, -1.917, -1.884], [-0.573, 1.559, 2.485], [0.700, -0.896, 3.275], [1.105, 1.455, -0.311], [-1.308, -1.151, 0.631], [-0.931, 1.352, 1.355], [3.047, -1.936, 2.667], [0.824, -1.182, -1.161], [-1.150, 0.586, -1.326], [0.811, -1.788, 3.926], [-1.819, 1.896, 0.954], [3.462, -1.333, 3.504], [-0.371, -0.882, 3.015], [2.656, -2.910, 3.026], [3.873, -2.164, 1.963], [0.969, 0.016, 3.847]], "forces_ev_per_a": [[6.01, 0.55, 14.69], [4.01, -1.00, 2.51], [1.48, 1.27, -0.14], [-1.49, -1.90, 0.88], [-3.21, 0.87, -0.81], [2.03, -0.96, 2.29], [-1.30, 1.98, 1.95], [-0.52, -1.27, -4.39], [-0.72, 0.61, 0.60], [8.51, 11.93, -4.32], [-10.53, -8.85, 3.04], [-0.34, 3.14, 7.33], [0.31, -2.58, -0.17], [5.66, -8.68, -8.94], [-9.44, 4.26, -11.78], [0.36, 0.44, -0.58], [0.10, -0.50, -1.34], [-0.83, 0.08, -0.66], [0.41, 0.19, 0.04], [0.21, 0.55, -0.03], [-0.66, 0.38, 0.16], [-0.04, -0.52, -0.32]]}

***

Record 3
{"formula": "C23H24FNO", "method": "ωB97M-V/def2-TZVPD", "total_energy_ev": -30492.8530, "lumo_energy_ev": 0.66, "total_charge": 0, "orbital_gap_ev": 9.5, "smiles": "Cc1ccc(F)c([C@H]2[C@@H]3C=CCC[C@@]3(C)C(=O)N2Cc2ccccc2)c1", "e_above_lowest_kj_mol": 355.8, "symbols": ["F", "O", "N", "C", "C", "C", "C", "C", "C", "C", "C", "C", "C", "C", "C", "C", "C", "C", "C", "C", "C", "C", "C", "C", "C", "C", "H", "H", "H", "H", "H", "H", "H", "H", "H", "H", "H", "H", "H", "H", "H", "H", "H", "H", "H", "H", "H", "H", "H", "H"], "positions_angstrom": [[-2.244, -2.453, 1.431], [-1.016, -0.359, -3.013], [-0.814, 0.052, -0.775], [-2.177, 0.158, 3.900], [1.085, 4.660, -1.965], [1.629, -3.979, -0.361], [-0.502, 2.518, -1.217], [1.403, -4.206, -1.886], [0.493, -1.799, -1.728], [-1.371, 1.417, -0.594], [-1.009, 3.431, -2.116], [-2.664, -0.935, 3.109], [1.879, -1.114, -1.951], [-0.711, -0.592, 1.648], [0.517, -3.092, -2.453], [-0.471, -0.562, -1.943], [0.749, 2.672, -0.639], [-0.277, 0.462, 2.523], [-0.222, 4.465, -2.559], [-0.022, -0.619, 0.261], [1.069, -2.893, 0.343], [-0.554, 1.803, 4.636], [-0.991, 0.794, 3.645], [-1.826, -1.409, 2.090], [1.543, 3.682, -1.043], [0.152, -1.950, -0.298], [0.769, -5.145, -2.005], [0.988, -0.125, 0.319], [-0.794, 2.838, 4.230], [-0.820, -2.398, -0.314], [-1.096, 1.705, 5.544], [-0.638, -3.403, -2.592], [0.489, 1.739, 4.943], [-3.478, -1.558, 3.326], [0.972, -2.876, -3.473], [-1.531, 1.628, 0.446], [-1.945, 3.373, -2.470], [2.049, -0.256, -1.323], [2.551, 3.562, -0.704], [2.444, -4.563, 0.173], [0.659, 0.886, 2.301], [-0.556, 5.210, -3.258], [1.823, -0.767, -3.016], [1.839, 5.441, -2.081], [-2.300, 1.258, -1.102], [2.679, -1.820, -1.799], [1.293, 1.902, -0.068], [1.215, -2.699, 1.422], [2.396, -4.291, -2.426], [-2.657, 0.203, 4.880]], "forces_ev_per_a": [[-0.19, -1.48, -1.11], [0.38, 0.87, -0.10], [1.72, -0.28, 1.53], [-1.67, -2.91, -0.10], [-0.46, -1.50, 0.58], [0.21, 2.35, 1.70], [-1.13, -1.11, 1.88], [-0.59, -0.52, 1.78], [1.30, 3.59, 0.90], [0.61, -1.05, -2.16], [3.08, 0.14, 0.86], [3.45, 1.07, -0.18], [-0.82, -0.09, -1.19], [-0.06, 0.52, 0.71], [-2.57, -0.01, -3.20], [-2.01, -1.91, -2.78], [0.18, -1.56, -0.57], [-1.49, -2.45, -1.33], [3.11, 1.58, 1.40], [0.29, 1.33, 2.15], [1.70, -3.07, -0.46], [0.36, 1.92, -0.64], [-0.13, 0.01, 0.68], [0.57, 3.99, 0.18], [0.01, 1.35, -1.33], [0.35, -2.38, -0.10], [1.34, 0.83, 0.02], [-0.83, -0.31, 0.55], [0.59, -1.05, 0.59], [-0.91, -0.42, 0.13], [-0.72, -0.09, 0.78], [2.66, 0.27, 0.13], [0.19, 0.10, -0.45], [-1.26, -0.40, 0.64], [-1.17, -0.27, 0.82], [-0.07, -0.26, 0.49], [-3.33, -0.59, -1.22], [0.09, 0.37, 0.20], [0.66, 0.98, 0.11], [-1.35, 0.47, -0.74], [0.95, 0.89, -0.33], [-0.31, 0.03, -0.24], [0.50, -0.25, 0.84], [-0.83, 0.19, -0.90], [-0.89, 0.91, -0.23], [0.39, -0.18, -0.08], [-1.06, 0.25, 0.07], [0.43, -0.61, -0.56], [-1.22, -0.06, 0.64], [-0.05, 0.81, -0.35]]}